[1]
A 6-piece molecular cluster, C5H18N2O5 overall. Source: the OMol25 dataset; level of theory: ωB97M-V with the def2-TZVPD basis set.

Results
Net charge ... -1
2S+1 ... 2
LUMO (spin up / spin down) ... 0.127 / 0.121 hartree
Gap between HOMO and LUMO (spin up / spin down) ... 2.34 / 7.21 eV
⟨S²⟩ ... 0.76

Atoms and positions in Å:
C1 -0.870 2.333 0.462
C2 -1.969 1.349 0.063
C3 -1.609 -0.104 -0.073
C4 -1.827 -0.756 -1.282
N1 -1.233 -2.028 -1.142
C5 -0.821 -2.114 0.191
N2 -0.999 -0.920 0.805
H1 -0.007 2.272 -0.189
H2 -0.331 2.007 1.358
H3 -1.134 3.374 0.472
H4 -2.686 1.400 0.900
H5 -2.447 1.680 -0.859
H6 -2.073 -0.451 -2.290
H7 -1.505 -2.817 -1.687
H8 -0.313 -2.879 0.758
H9 1.711 -2.165 2.071
H10 1.645 -0.708 1.865
O1 2.124 -1.484 1.537
H11 -0.658 1.152 -2.619
H12 0.371 1.559 -1.568
O2 0.092 1.735 -2.456
H13 0.026 0.318 4.312
H14 -0.656 -0.802 3.332
O3 0.010 -0.142 3.482
H15 3.095 3.019 -1.025
H16 3.050 1.698 -1.793
O4 2.799 2.110 -0.963
H17 2.685 -0.558 -0.477
H18 1.235 -1.269 -0.865
O5 2.093 -0.923 -1.123

***

[2]
A 2-piece molecular cluster, C5H18N4 overall. Source: the OMol25 dataset; level of theory: ωB97M-V with the def2-TZVPD basis set.

Results
Net charge ... +2
LUMO ... -0.285 hartree
Gap between HOMO and LUMO ... 9.35 eV
Relative energy (zero: lowest compared OMol25 entry of this formula, charge and spin) ... 40.2 kcal per mole

Atoms and positions in Å:
C1 -1.432 1.592 -0.929
C2 -2.414 -0.039 0.512
C3 2.824 -0.060 -0.184
C4 -1.074 0.598 0.191
C5 -0.014 -0.374 -0.314
N1 0.097 -1.608 0.295
N2 1.687 0.796 -0.264
N3 -0.497 -2.742 -0.300
N4 1.710 1.694 0.895
H1 -1.743 1.081 -1.880
H2 -0.521 2.229 -1.228
H3 -2.111 2.284 -0.478
H4 -2.999 0.804 0.852
H5 -2.953 -0.582 -0.428
H6 -2.448 -0.774 1.451
H7 2.919 -0.688 0.670
H8 2.820 -0.589 -1.101
H9 3.657 0.602 -0.390
H10 -0.713 1.057 1.054
H11 0.117 -0.529 -1.450
H12 -0.053 -1.593 1.308
H13 -1.535 -2.445 -0.572
H14 -0.542 -3.600 0.163
H15 -0.015 -2.792 -1.283
H16 1.307 1.227 1.807
H17 1.228 2.570 0.540
H18 2.697 1.883 1.061

***

[3]
A 3-piece molecular cluster, C5H18NO2 overall. Source: the OMol25 dataset; level of theory: ωB97M-V with the def2-TZVPD basis set.

Results
Net charge ... +1
LUMO ... -0.111 hartree
Gap between HOMO and LUMO ... 11.10 eV
Relative energy (zero: lowest compared OMol25 entry of this formula, charge and spin) ... 39.7 kcal per mole

Atoms and positions in Å:
C1 -0.099 -0.086 -0.269
C2 0.602 -0.630 -1.544
C3 1.644 0.424 -2.076
C4 1.125 1.829 -1.839
C5 3.067 0.214 -1.575
N1 -1.545 -0.413 -0.208
H1 -0.190 1.012 -0.400
H2 0.407 -0.345 0.641
H3 -0.111 -0.919 -2.341
H4 1.007 -1.665 -1.477
H5 1.590 0.316 -3.251
H6 0.039 2.018 -2.133
H7 1.512 2.563 -2.682
H8 1.345 2.359 -0.943
H9 3.442 1.180 -1.117
H10 3.188 -0.614 -0.900
H11 3.709 0.085 -2.513
H12 -2.078 0.271 0.361
H13 -1.902 -0.395 -1.181
H14 -1.868 -1.291 0.105
H15 -2.026 -0.911 2.753
H16 -3.170 -1.834 2.133
O1 -2.440 -1.241 1.954
H17 -0.838 -0.696 4.317
H18 -0.988 0.869 4.481
O2 -1.390 0.067 4.181

***

[4]
A 3-piece molecular cluster, C5H18NO2 overall. Source: the OMol25 dataset; level of theory: ωB97M-V with the def2-TZVPD basis set.

Results
Net charge ... +1
LUMO ... -0.119 hartree
Gap between HOMO and LUMO ... 11.08 eV
Relative energy (zero: lowest compared OMol25 entry of this formula, charge and spin) ... 78.7 kcal per mole

Atoms and positions in Å:
C1 -0.587 1.767 -2.218
C2 -0.095 1.153 -0.894
C3 0.896 0.017 -1.061
C4 1.519 -0.709 0.116
C5 1.939 0.083 1.426
N1 -1.383 0.441 -0.310
H1 -1.176 1.069 -2.920
H2 -1.452 2.479 -1.866
H3 0.081 2.403 -2.728
H4 0.131 1.840 0.050
H5 1.833 0.312 -1.705
H6 0.623 -0.772 -1.919
H7 2.536 -1.261 -0.299
H8 0.843 -1.423 0.475
H9 1.910 -0.488 2.239
H10 1.352 0.939 1.492
H11 2.966 0.515 1.137
H12 -1.409 0.369 0.795
H13 -2.297 0.962 -0.665
H14 -1.403 -0.668 -0.696
H15 -2.766 -0.359 3.181
H16 -2.603 1.189 2.550
O1 -2.195 0.252 2.605
H17 0.068 -4.094 0.655
H18 0.740 -2.856 0.173
O2 -0.072 -3.159 0.387

***

[5]
A 3-piece molecular cluster, C5H18NO2 overall. Source: the OMol25 dataset; level of theory: ωB97M-V with the def2-TZVPD basis set.

Results
Net charge ... +1
LUMO ... -0.127 hartree
Gap between HOMO and LUMO ... 10.01 eV
Relative energy (zero: lowest compared OMol25 entry of this formula, charge and spin) ... 73.8 kcal per mole

Atoms and positions in Å:
C1 -0.251 -0.289 0.959
C2 0.898 -1.284 0.605
C3 2.311 -0.665 0.174
C4 0.477 -2.071 -0.728
C5 -0.806 -2.797 -0.852
N1 0.385 0.897 1.588
H1 -0.971 -0.020 0.135
H2 -0.780 -0.897 1.728
H3 1.157 -2.099 1.455
H4 2.712 -0.167 1.181
H5 2.136 0.111 -0.646
H6 2.954 -1.466 -0.111
H7 1.420 -2.751 -0.895
H8 0.434 -1.297 -1.546
H9 -1.595 -2.232 -1.079
H10 -0.948 -3.259 0.179
H11 -0.678 -3.745 -1.399
H12 0.904 0.730 2.498
H13 -0.177 1.833 1.688
H14 1.196 1.390 0.891
H15 2.059 3.413 -0.168
H16 0.620 3.777 0.250
O1 1.261 2.993 0.277
H17 -4.124 3.736 -2.132
H18 -5.583 2.759 -2.339
O2 -5.012 3.399 -1.713

***

[6]
A 5-piece molecular cluster, C5H19N2O5 overall. Source: the OMol25 dataset; level of theory: ωB97M-V with the def2-TZVPD basis set.

Results
Net charge ... +1
LUMO ... -0.095 hartree
Gap between HOMO and LUMO ... 10.56 eV
Relative energy (zero: lowest compared OMol25 entry of this formula, charge and spin) ... 51.0 kcal per mole

Atoms and positions in Å:
N1 -0.187 1.330 -0.398
C1 0.563 -0.012 0.007
C2 -0.489 -1.052 0.219
C3 -1.164 -0.742 1.451
C4 -2.463 -0.530 1.374
C5 1.694 -0.293 -0.985
N2 2.538 -1.396 -0.691
O1 1.904 0.528 -1.826
H1 -0.129 1.542 -1.422
H2 0.258 2.235 0.080
H3 -1.155 1.194 0.011
H4 1.124 0.359 0.978
H5 -0.066 -2.054 0.129
H6 -1.169 -1.094 -0.666
H7 -0.605 -0.689 2.435
H8 -3.016 -0.719 0.435
H9 -3.086 0.077 2.065
H10 2.368 -2.212 -0.245
H11 3.257 -1.663 -1.379
H12 -3.612 2.335 1.628
H13 -2.416 1.690 2.179
O2 -2.714 2.174 1.364
H14 0.236 -4.392 1.361
H15 1.435 -3.972 2.172
O3 1.085 -3.877 1.378
H16 -0.546 -0.530 -3.923
H17 -1.873 0.348 -3.842
O4 -0.926 0.285 -3.507
H18 1.808 2.914 1.514
H19 0.341 3.561 1.795
O5 0.844 3.055 1.330

***

[7]
A 4-piece molecular cluster, C5H19NO3 overall. Source: the OMol25 dataset; level of theory: ωB97M-V with the def2-TZVPD basis set.

Results
Net charge ... 0
LUMO ... 0.013 hartree
Gap between HOMO and LUMO ... 9.58 eV
Relative energy (zero: lowest compared OMol25 entry of this formula, charge and spin) ... 18.3 kcal per mole
SMILES ... CC(C)N(C)C.O.O.O

Atoms and positions in Å:
C1 0.798 0.844 1.776
N1 0.981 0.263 0.447
C2 0.388 1.126 -0.581
C3 -0.953 -1.381 0.682
C4 0.536 -1.148 0.390
C5 0.906 -1.757 -0.967
H1 1.309 0.220 2.521
H2 1.300 1.809 1.821
H3 -0.246 0.960 2.085
H4 0.846 2.099 -0.509
H5 -0.712 1.204 -0.554
H6 0.669 0.747 -1.584
H7 -1.198 -2.463 0.639
H8 -1.631 -0.897 -0.010
H9 -1.235 -1.076 1.692
H10 1.136 -1.681 1.181
H11 0.854 -2.849 -0.921
H12 0.274 -1.447 -1.788
H13 1.914 -1.482 -1.294
H14 -2.228 1.487 0.857
H15 -3.700 1.831 0.704
O1 -3.077 1.108 0.582
H16 4.175 -0.439 0.649
H17 2.962 0.212 -0.019
O2 3.917 0.065 -0.128
H18 -2.017 0.053 -2.178
H19 -3.083 0.586 -1.162
O3 -2.893 0.448 -2.105

***

[8]
A 6-piece molecular cluster, C5H19NO5 overall. Source: the OMol25 dataset; level of theory: ωB97M-V with the def2-TZVPD basis set.

Results
Net charge ... 0
LUMO ... 0.014 hartree
Gap between HOMO and LUMO ... 8.59 eV
Relative energy (zero: lowest compared OMol25 entry of this formula, charge and spin) ... 48.3 kcal per mole
SMILES ... C=C/C=C(/C)N.O.O.O.O.O

Atoms and positions in Å:
N1 2.392 -1.402 -0.303
C1 1.556 -0.318 0.012
C2 0.252 -0.331 -0.270
C3 -0.412 -1.450 -0.917
C4 -1.597 -1.968 -0.540
C5 2.348 0.619 0.856
H1 3.369 -1.246 -0.123
H2 2.226 -1.972 -1.115
H3 -0.443 0.386 0.155
H4 0.047 -2.002 -1.740
H5 -1.924 -2.916 -0.931
H6 -2.157 -1.204 -0.015
H7 1.891 1.423 1.435
H8 3.208 1.032 0.318
H9 2.840 0.085 1.671
H10 -1.763 3.895 0.338
H11 -2.523 2.798 1.137
O1 -1.781 3.405 1.162
H12 -3.057 0.694 -2.775
H13 -3.757 -0.091 -1.637
O2 -3.671 0.776 -2.042
H14 1.827 1.656 -3.115
H15 2.205 0.327 -2.423
O3 2.255 0.811 -3.251
H16 0.312 -2.955 1.529
H17 -0.536 -1.816 2.090
O4 0.107 -2.486 2.342
H18 -1.597 2.035 2.505
H19 -0.354 1.061 2.965
O5 -1.263 1.153 2.683

***

[9]
A 6-piece molecular cluster, C5H19NO7 overall. Source: the OMol25 dataset; level of theory: ωB97M-V with the def2-TZVPD basis set.

Results
Net charge ... +1
2S+1 ... 2
LUMO (spin up / spin down) ... -0.131 / -0.266 hartree
Gap between HOMO and LUMO (spin up / spin down) ... 10.25 / 6.57 eV
⟨S²⟩ ... 0.76

Atoms and positions in Å:
O1 2.280 -0.916 3.208
C1 1.444 -0.528 2.452
O2 0.154 -0.991 2.514
C2 1.629 0.343 1.195
C3 0.460 0.286 0.227
C4 0.500 -1.003 -0.584
C5 1.240 -2.132 -0.255
N1 -0.208 -0.982 -1.678
H1 0.142 -1.718 3.157
H2 2.574 0.023 0.773
H3 1.824 1.296 1.647
H4 -0.533 0.304 0.675
H5 0.655 1.107 -0.455
H6 1.245 -3.071 -0.800
H7 1.836 -2.211 0.639
H8 -1.001 -0.347 -1.651
H9 -0.277 -1.879 -2.135
H10 1.110 2.308 -3.285
H11 1.232 0.893 -3.799
O3 0.642 1.654 -3.819
H12 0.869 4.331 0.321
H13 0.777 2.951 -0.321
O4 1.300 3.470 0.289
H14 -2.485 2.316 -2.759
H15 -1.123 1.741 -2.760
O5 -1.853 1.926 -2.138
H16 -2.404 0.558 -0.873
H17 -3.810 0.020 -0.991
O6 -3.022 -0.064 -0.440
H18 -3.250 -1.787 1.290
H19 -2.233 -2.138 0.274
O7 -2.617 -2.483 1.083

***

[10]
C5H20AgBrO5 as an isolated structure. Source: the OMol25 dataset; level of theory: ωB97M-V with the def2-TZVPD basis set.

Results
Net charge ... 0
LUMO ... 0.007 hartree
Gap between HOMO and LUMO ... 8.67 eV

Atoms and positions in Å:
Ag1 -1.042 -0.385 1.158
Br1 0.313 -2.006 2.338
C1 -1.623 2.616 -0.846
O1 -0.808 1.520 -0.540
H1 -2.664 2.356 -0.764
H2 -1.505 3.391 -0.090
H3 -1.429 2.994 -1.867
H4 -0.763 0.819 -1.258
C2 2.719 1.827 0.800
O2 3.104 0.492 1.017
H5 3.262 2.547 1.502
H6 2.961 2.084 -0.215
H7 1.643 1.991 0.935
H8 2.786 0.161 1.866
C3 3.468 -2.422 -1.234
O3 2.379 -1.442 -1.287
H9 3.461 -2.936 -2.182
H10 4.400 -1.918 -1.328
H11 3.458 -3.121 -0.399
H12 2.576 -0.825 -0.564
C4 -3.548 0.450 2.996
O4 -3.276 0.207 1.579
H13 -3.446 -0.431 3.681
H14 -2.895 1.227 3.303
H15 -4.580 0.858 3.098
H16 -3.904 -0.432 1.233
C5 -1.171 -1.726 -2.155
O5 -0.306 -0.606 -2.117
H17 -0.843 -2.481 -1.448
H18 -2.242 -1.600 -1.975
H19 -1.080 -2.200 -3.137
H20 0.596 -1.009 -2.101

***

[11]
C5H20B2NNiO8P2S as an isolated structure. Source: the OMol25 dataset; level of theory: ωB97M-V with the def2-TZVPD basis set.

Results
Net charge ... +1
2S+1 ... 3
LUMO (spin up / spin down) ... -0.248 / -0.251 hartree
Gap between HOMO and LUMO (spin up / spin down) ... 4.67 / 4.89 eV
⟨S²⟩ ... 2.01

Atoms and positions in Å:
C1 4.139 -1.805 -0.560
C2 2.772 -1.771 0.216
N1 2.376 -0.396 0.533
P1 0.671 0.028 0.177
C3 -1.078 0.652 -0.322
C4 -2.324 -0.075 0.257
C5 -3.598 0.571 -0.459
S1 -4.795 -0.647 -1.091
O1 -5.402 -0.029 -2.294
O2 -5.827 -0.958 -0.083
O3 -4.062 -2.024 -1.602
P2 -0.020 -1.409 1.726
O4 -0.528 -2.739 1.163
B1 0.809 1.396 1.622
O5 2.077 1.893 2.009
O6 -0.300 1.905 2.324
B2 1.365 1.291 -1.181
O7 1.658 2.695 -0.929
O8 1.563 0.869 -2.510
H1 4.819 -2.512 -0.056
H2 4.654 -0.831 -0.529
H3 4.026 -2.193 -1.584
H4 2.996 -2.266 1.183
H5 1.994 -2.391 -0.263
H6 2.994 0.283 0.090
H7 0.563 -0.938 -0.907
H8 -1.235 1.743 -0.150
H9 -1.144 0.533 -1.429
H10 -2.504 0.124 1.321
H11 -2.375 -1.145 0.013
H12 -3.261 1.209 -1.288
H13 -4.110 1.241 0.249
H14 -3.823 -2.499 -0.791
H15 1.144 -1.734 2.498
H16 -0.910 -0.841 2.693
H17 2.006 2.842 2.127
H18 -0.485 1.424 3.131
H19 0.869 3.160 -1.276
H20 2.466 0.565 -2.629
Ni1 1.821 4.780 -1.399

***

[12]
C5H20ClCrN10O5 as an isolated structure. Source: the OMol25 dataset; level of theory: ωB97M-V with the def2-TZVPD basis set.

Results
Net charge ... +1
2S+1 ... 5
LUMO (spin up / spin down) ... -0.077 / -0.077 hartree
Gap between HOMO and LUMO (spin up / spin down) ... 7.10 / 8.55 eV
⟨S²⟩ ... 6.01
Relative energy (zero: lowest compared OMol25 entry of this formula, charge and spin) ... 0.0 kcal per mole

Atoms and positions in Å:
Cr1 -0.617 0.134 -0.335
Cl1 -2.608 0.714 -1.647
C1 -0.328 -2.832 -2.077
O1 -0.449 -1.744 -1.540
N1 -1.401 -3.581 -2.449
N2 0.876 -3.404 -2.388
H1 -2.330 -3.205 -2.502
H2 -1.237 -4.519 -2.771
H3 0.946 -4.019 -3.178
H4 1.709 -3.001 -2.006
C2 0.646 2.353 -2.123
O2 0.682 1.279 -1.504
N3 -0.231 2.561 -3.122
N4 1.558 3.330 -1.893
H5 -0.807 1.789 -3.414
H6 -0.200 3.419 -3.642
H7 1.638 4.100 -2.532
H8 2.249 3.199 -1.179
C3 2.280 -0.658 1.223
O3 1.172 -0.574 0.710
N5 3.418 -0.739 0.468
N6 2.449 -0.801 2.566
H9 3.256 -0.762 -0.522
H10 4.311 -0.541 0.880
H11 3.387 -0.793 2.923
H12 1.659 -0.836 3.184
C4 -0.039 2.724 1.675
O4 -0.658 1.850 1.083
N7 -0.465 4.016 1.680
N8 1.121 2.497 2.353
H13 -1.314 4.261 1.205
H14 0.109 4.747 2.060
H15 1.504 3.211 2.943
H16 1.423 1.541 2.346
C5 -2.576 -1.690 1.538
O5 -1.703 -0.990 1.034
N9 -3.428 -1.217 2.470
N10 -2.765 -2.964 1.116
H17 -4.148 -1.786 2.875
H18 -3.428 -0.228 2.644
H19 -3.446 -3.580 1.517
H20 -2.214 -3.261 0.330